Entry 1:
Below is 6 unconnected molecules or ions with the total composition C23H41BN8O3P in a non-equilibrium geometry, with properties calculated with ωB97M-V/def2-TZVPD.

Summary:
Multiplicity   1
Total charge   +1
Strongest force on any atom   0.0595 hartree/bohr
E   -1930.63303 a.u.

Last column: Mulliken charge in e.
Atoms and positions in Å:
C (3.753820, 1.018410, 0.493008)  -0.900
B (3.212703, 0.333637, -0.812538)  0.659
O (3.865853, 0.553326, -2.017793)  -0.562
C (1.970090, -0.668264, -0.901303)  0.379
C (2.092472, -1.888972, -1.620278)  -0.770
N (1.155982, -2.765146, -1.766796)  -1.251
N (-0.007969, -2.448047, -1.222066)  1.022
P (-1.315895, -3.687618, -1.436759)  0.016
N (-1.942800, -4.063493, -0.061560)  -0.595
C (-0.286717, -1.353222, -0.529535)  -0.568
O (-1.482214, -1.097193, -0.029906)  0.199
C (-2.313783, -0.426591, -1.072569)  -0.954
C (-3.030981, 0.809290, -0.512601)  1.107
C (-3.019861, 1.895325, -1.612468)  -2.074
C (-4.475675, 0.385268, -0.091393)  0.538
C (-5.486288, 1.540181, -0.159482)  -1.742
C (-4.354553, -0.207077, 1.353194)  -1.075
C (0.743671, -0.406572, -0.336700)  0.827
C (0.474831, 0.838976, 0.460739)  0.970
C (-0.017106, 0.406785, 1.886117)  -0.399
O (0.258289, 1.405302, 2.844853)  -0.626
H (4.831744, 1.131131, 0.374237)  0.035
H (3.597504, 0.383451, 1.372069)  0.363
H (3.316465, 2.012576, 0.623048)  0.473
H (3.650179, 1.425088, -2.369907)  0.268
H (3.064514, -2.079950, -2.060856)  0.559
H (-2.291079, -3.199328, -2.332818)  0.147
H (-0.716625, -4.828290, -1.998226)  0.097
H (-2.935423, -3.848659, -0.118319)  0.267
H (-2.976033, -1.173245, -1.512511)  0.353
H (-1.645090, -0.083251, -1.871932)  0.431
H (-2.488272, 1.228342, 0.339229)  0.017
H (-2.061289, 1.945615, -2.136539)  0.482
H (-3.802146, 1.682840, -2.347119)  0.451
H (-3.210103, 2.890089, -1.209528)  0.356
H (-4.800770, -0.382424, -0.801951)  0.367
H (-6.457070, 1.137041, 0.142059)  0.459
H (-5.588025, 1.960255, -1.157670)  0.378
H (-5.179841, 2.294949, 0.570589)  0.409
H (-4.835502, -1.184236, 1.372277)  0.225
H (-3.300591, -0.258531, 1.625775)  0.025
H (-4.825119, 0.518833, 2.018910)  0.514
H (1.348339, 1.458237, 0.615219)  -0.082
H (-0.367569, 1.358022, -0.000537)  -0.697
H (-1.089325, 0.204607, 1.893835)  -0.021
H (0.476406, -0.532898, 2.162748)  0.355
H (-0.561804, 1.829625, 3.110237)  0.366
C (0.167450, 5.133899, 1.377791)  -0.925
C (0.039689, 4.411993, 0.111559)  0.525
N (-0.060897, 3.844928, -0.886582)  -0.474
H (0.884571, 4.626053, 2.020649)  0.279
H (0.511824, 6.148742, 1.189572)  0.349
H (-0.797696, 5.172002, 1.879358)  0.284
C (-3.293917, -1.293809, 5.335869)  -0.814
C (-3.318507, 0.116849, 4.948046)  0.456
N (-3.335738, 1.229140, 4.652184)  -0.468
H (-2.938416, -1.899544, 4.504145)  0.232
H (-2.629510, -1.430038, 6.186692)  0.328
H (-4.295771, -1.617811, 5.610182)  0.308
C (8.446088, 1.383431, 1.671623)  -0.769
C (7.353213, 2.201020, 1.144024)  0.398
N (6.496919, 2.850252, 0.728810)  -0.413
H (9.341620, 1.534978, 1.072596)  0.274
H (8.653827, 1.666679, 2.701378)  0.273
H (8.169324, 0.331442, 1.639851)  0.281
C (-0.943420, -8.263598, -0.472555)  -0.849
C (-2.000820, -7.399458, -0.997007)  0.433
N (-2.836631, -6.723313, -1.410137)  -0.404
H (-0.038092, -8.141131, -1.064118)  0.269
H (-0.732819, -8.000154, 0.562158)  0.272
H (-1.260604, -9.303291, -0.518988)  0.322
C (4.579959, 2.425192, -5.028962)  -0.545
C (4.575550, 3.807627, -5.507805)  0.229
N (4.572007, 4.895724, -5.883104)  -0.325
H (5.077360, 1.782961, -5.752498)  0.306
H (5.109992, 2.365893, -4.079072)  0.158
H (3.556115, 2.079151, -4.892173)  0.214

Forces on atoms 1 to 3 (eV/Å):
0.0 -0.9 -0.4
0.6 0.5 0.0
-1.0 -0.2 0.1

Entry 2:
Below is C23H41BrO4S in the gas phase in a non-equilibrium geometry, with properties calculated with ωB97M-V/def2-TZVPD.

Summary:
Multiplicity   1
Strongest force on any atom   0.1883 hartree/bohr
E   -4173.55967 a.u.

Last column: natural (NBO) charge in e.
Atoms and positions in Å:
C (-2.087390, 2.635491, -1.275188)  -0.273
C (-2.845844, 1.429266, -1.368782)  -0.075
C (-3.957252, 0.253150, -1.094689)  -0.466
C (-3.370146, -1.121413, -0.428934)  -0.250
C (-2.285615, -0.800176, 0.760092)  -0.514
C (-2.303781, -1.804960, 2.038394)  0.306
Br (-3.301476, -0.792243, 3.510222)  -0.027
C (-0.855479, -2.166110, 2.703657)  -0.499
C (0.380432, -2.403764, 1.667014)  -0.436
C (1.737145, -2.651033, 2.613609)  -0.210
C (2.135133, -1.243204, 3.418013)  -0.650
C (2.980732, -2.923913, 1.557748)  -0.636
O (-3.056226, -3.051251, 1.893476)  -0.717
S (-2.644360, -3.948824, 0.513680)  1.656
O (-1.660697, -5.060013, 1.054100)  -0.870
O (-1.787091, -3.046713, -0.650795)  -0.698
C (-2.764123, -2.230708, -1.447383)  0.075
C (-2.167441, -1.729495, -2.865799)  -0.449
C (-0.518774, -1.834486, -3.024457)  -0.408
C (0.265934, -0.446872, -2.555994)  -0.443
C (0.815283, 0.382840, -3.900543)  -0.409
C (2.257503, 1.170065, -3.587588)  -0.412
C (1.967941, 2.596107, -2.832362)  -0.422
C (2.310160, 2.379987, -1.242011)  -0.431
C (2.376524, 3.900104, -0.574032)  -0.413
C (1.286128, 4.119510, 0.641948)  -0.428
C (1.437794, 3.041643, 1.875108)  -0.083
O (0.060646, 2.567553, 2.209500)  -0.573
C (-0.145031, 2.564230, 3.669461)  -0.282
H (-1.400744, 3.609867, -1.221263)  0.290
H (-4.387588, -0.051081, -2.165882)  0.245
H (-4.899322, 0.623345, -0.475439)  0.267
H (-4.307475, -1.627904, 0.112060)  0.237
H (-2.563903, 0.290614, 1.160352)  0.270
H (-1.237760, -0.660415, 0.232035)  0.257
H (-0.648734, -1.345708, 3.536346)  0.244
H (-1.003433, -3.182918, 3.311526)  0.251
H (0.293071, -3.336529, 0.967938)  0.252
H (0.641961, -1.444658, 1.018426)  0.206
H (1.586954, -3.556380, 3.373910)  0.216
H (3.288483, -1.046148, 3.455557)  0.222
H (1.532700, -0.391768, 2.837420)  0.209
H (1.680077, -1.245583, 4.521725)  0.214
H (3.977840, -2.364868, 1.854869)  0.209
H (2.635288, -2.457044, 0.527616)  0.208
H (3.248588, -4.073233, 1.456014)  0.223
H (-3.648341, -2.996147, -1.688746)  0.203
H (-2.594171, -2.467966, -3.702634)  0.223
H (-2.452650, -0.656094, -3.222996)  0.241
H (-0.334456, -1.901763, -4.202618)  0.210
H (-0.056988, -2.811920, -2.579516)  0.233
H (1.232425, -0.757070, -1.971588)  0.206
H (-0.372105, 0.233223, -1.848234)  0.230
H (1.066329, -0.345131, -4.802473)  0.204
H (0.002561, 1.135332, -4.323512)  0.207
H (2.942324, 0.424787, -2.994441)  0.208
H (2.750364, 1.356732, -4.658154)  0.208
H (0.822081, 2.857736, -3.011894)  0.214
H (2.697899, 3.399896, -3.302203)  0.214
H (3.391967, 1.934259, -1.131180)  0.214
H (1.485832, 1.745314, -0.685301)  0.221
H (3.446419, 4.109403, -0.146577)  0.207
H (2.127690, 4.685488, -1.431919)  0.210
H (0.205474, 4.008888, 0.203805)  0.207
H (1.376254, 5.218092, 1.076964)  0.214
H (1.893831, 3.541228, 2.835425)  0.186
H (2.082217, 2.112454, 1.562742)  0.187
H (-1.309693, 2.382443, 3.847621)  0.207
H (0.124188, 3.601639, 4.189249)  0.179
H (0.423919, 1.664820, 4.207506)  0.181

Forces on atoms 1 to 3 (eV/Å):
-5.1 -8.2 -0.5
4.4 8.4 1.8
0.1 -0.1 -1.4

Entry 3:
Below is 8 unconnected molecules or ions with the total composition C23H41Cl2N3O15 in a non-equilibrium geometry, with properties calculated with ωB97M-V/def2-TZVPD.

Summary:
Multiplicity   1
Energy relative to the best compared isomer or geometry (same formula, charge and spin)   2.9025 eV
Strongest force on any atom   0.0977 hartree/bohr
E   -3114.23473 a.u.
SMILES string   O=C1OCCO1.O=C1OCCO1.O=C1OCCO1.O=C1OCCO1.CNC(C)=O.CNC(C)=O.CNC(C)=O.ClCCCl

Last column: Mulliken charge in e.
Atoms and positions in Å:
C (-16.939799, 1.581265, -3.697376)  -0.248
C (-16.741308, 0.579750, -2.591566)  -0.252
O (-17.369994, -0.582377, -3.111267)  -0.325
C (-17.984599, -0.333051, -4.205594)  0.740
O (-18.746060, -1.044606, -4.849206)  -0.596
O (-17.854752, 0.950581, -4.516401)  -0.328
H (-15.997257, 1.708108, -4.229933)  0.243
H (-17.294465, 2.546621, -3.336285)  0.264
H (-17.221422, 0.778150, -1.633323)  0.260
H (-15.679643, 0.377857, -2.449435)  0.241
C (-23.380693, 0.662818, -6.982934)  -0.292
C (-24.645981, 1.451618, -7.562116)  -0.310
O (-25.575915, 0.474124, -7.595681)  -0.315
C (-25.193234, -0.603593, -6.904357)  0.692
O (-25.912955, -1.576386, -6.804315)  -0.575
O (-23.994085, -0.488265, -6.439924)  -0.281
H (-23.018925, 1.378628, -6.244811)  0.259
H (-22.619839, 0.422432, -7.725507)  0.280
H (-24.402873, 1.848278, -8.547839)  0.273
H (-24.976133, 2.254421, -6.902868)  0.271
C (-17.600164, -10.216925, -10.142953)  -0.284
C (-17.061765, -11.290123, -11.087348)  -0.216
O (-16.303876, -12.174445, -10.240372)  -0.353
C (-16.664124, -11.920966, -8.915281)  0.683
O (-16.357771, -12.648074, -8.004728)  -0.538
O (-17.453675, -10.875602, -8.879192)  -0.319
H (-18.658745, -10.113406, -10.381226)  0.264
H (-17.081061, -9.260889, -10.211122)  0.284
H (-16.396369, -10.761688, -11.770067)  0.229
H (-17.859053, -11.721051, -11.692929)  0.252
C (-16.047219, -8.838666, -4.761842)  -0.347
C (-17.403914, -8.186392, -4.552767)  -0.252
O (-17.226600, -7.006715, -5.265648)  -0.299
C (-16.172317, -7.060236, -6.113412)  0.676
O (-15.732656, -6.155803, -6.827898)  -0.565
O (-15.513185, -8.240454, -5.888335)  -0.326
H (-16.213167, -9.906567, -4.903862)  0.300
H (-15.385602, -8.657023, -3.914866)  0.265
H (-17.483535, -8.014962, -3.479282)  0.260
H (-18.202243, -8.765953, -5.016295)  0.286
C (-14.767481, 0.722459, -9.003001)  -0.941
C (-13.783906, 0.988455, -10.101643)  0.767
O (-12.899012, 1.864643, -9.909323)  -0.656
N (-13.882895, 0.258330, -11.240376)  -0.162
C (-12.991745, 0.395132, -12.326598)  -0.899
H (-15.391570, 1.592252, -8.797903)  0.257
H (-14.262088, 0.375055, -8.101901)  0.252
H (-15.445974, -0.090176, -9.262597)  0.260
H (-14.608912, -0.433482, -11.360350)  0.198
H (-12.578274, -0.548670, -12.682081)  0.300
H (-12.180275, 1.108559, -12.182905)  0.318
H (-13.577194, 0.731814, -13.182172)  0.307
C (-25.136140, -2.686719, -18.512962)  -0.939
C (-24.145420, -1.837778, -17.775717)  0.704
O (-24.179213, -0.618120, -17.732740)  -0.651
N (-23.124382, -2.525331, -17.268043)  -0.203
C (-22.051396, -1.916471, -16.473120)  -0.833
H (-26.112563, -2.570435, -18.042674)  0.264
H (-24.914005, -3.743692, -18.659842)  0.293
H (-25.339726, -2.232729, -19.482784)  0.272
H (-23.145626, -3.533976, -17.315937)  0.214
H (-22.036302, -0.827131, -16.508011)  0.308
H (-21.089100, -2.261019, -16.851766)  0.281
H (-22.155446, -2.220454, -15.431556)  0.291
C (-16.735835, -5.832008, -16.195837)  -1.088
C (-15.878302, -7.028182, -15.725635)  0.798
O (-16.191594, -7.672500, -14.701604)  -0.666
N (-14.819656, -7.279830, -16.475956)  -0.198
C (-13.837488, -8.335107, -16.205703)  -0.828
H (-16.735380, -5.962931, -17.277948)  0.332
H (-16.391320, -4.841722, -15.897928)  0.245
H (-17.806137, -5.847253, -15.990130)  0.310
H (-14.746804, -6.748902, -17.332056)  0.205
H (-13.671288, -8.864831, -17.143712)  0.302
H (-14.120823, -9.055067, -15.437925)  0.300
H (-12.860757, -7.920834, -15.955745)  0.287
Cl (-18.420897, -3.186349, -11.914559)  -0.213
C (-19.357590, -4.506865, -11.205433)  -0.482
C (-19.930028, -4.127508, -9.826418)  -0.381
Cl (-20.849430, -5.527237, -9.242910)  -0.208
H (-18.886237, -5.488728, -11.248659)  0.330
H (-20.206384, -4.736296, -11.849649)  0.315
H (-20.453505, -3.172884, -9.773971)  0.340
H (-19.101853, -3.971429, -9.135132)  0.300

Forces on atoms 1 to 3 (eV/Å):
1.0 0.8 0.6
0.5 -0.4 0.8
1.4 -1.9 2.0

Entry 4:
Below is a molecular structure, C23H41ClNdP2 in a non-equilibrium geometry, with properties calculated with ωB97M-V/def2-TZVPD.

Summary:
Multiplicity   4
Total charge   +1
Strongest force on any atom   0.0445 hartree/bohr
E   -2605.03671 a.u.

Last column: Löwdin spin population.
Atoms and positions in Å:
Nd (-1.660788, 1.463198, -1.517884)  3.047
C (-1.155634, 3.291606, 0.449718)  -0.006
C (-0.038772, 3.184455, -0.428734)  -0.009
C (-1.809508, 4.054934, -1.624145)  -0.008
C (-2.245496, 3.832310, -0.286202)  -0.004
C (-0.428467, 3.662512, -1.719759)  -0.006
C (-1.099850, 3.090854, 1.930499)  0.000
H (-0.719149, 2.087554, 2.176207)  0.000
H (-2.095792, 3.180836, 2.382088)  0.000
H (-0.450563, 3.818999, 2.449649)  0.000
C (-3.573074, 4.195604, 0.286418)  0.000
H (-3.512445, 4.302766, 1.381801)  0.000
H (-4.330478, 3.428724, 0.048853)  0.000
H (-3.923973, 5.160104, -0.117210)  0.000
C (-2.593326, 4.801521, -2.645530)  -0.001
H (-3.179746, 5.606221, -2.181717)  0.000
H (-3.304291, 4.159806, -3.164021)  0.000
H (-1.919650, 5.241760, -3.389342)  0.000
C (0.409728, 3.651584, -2.960419)  0.000
H (0.225696, 4.567944, -3.548803)  0.000
H (0.206321, 2.782950, -3.627921)  0.000
H (1.485137, 3.616887, -2.705259)  0.000
C (1.342212, 2.816332, -0.011659)  -0.001
H (2.107061, 3.326194, -0.608217)  0.000
H (1.527646, 1.745550, -0.130528)  0.000
H (1.521502, 3.036805, 1.046057)  0.000
C (-0.897536, -0.628450, 3.020714)  0.000
C (0.061456, 0.163231, 3.546337)  0.000
C (1.433871, 0.327343, 3.005629)  0.000
C (2.035909, -0.991597, 2.433222)  0.000
C (2.071915, -0.978379, 0.957681)  0.001
C (1.113106, -0.502689, 0.133168)  0.000
C (-0.355102, -0.276429, 0.495126)  0.000
C (-0.882338, -1.200367, 1.636613)  0.000
H (2.079090, 0.670050, 3.836310)  0.000
H (1.459626, -1.845807, 2.815948)  0.000
H (1.458881, 1.116844, 2.231142)  0.000
H (-0.277850, -2.157513, 1.624781)  0.000
H (-1.776925, -0.836298, 3.642294)  0.000
H (-0.118524, 0.732612, 4.466584)  0.000
H (-1.889048, -1.544549, 1.347381)  0.000
H (-0.534370, 0.781716, 0.778942)  0.000
H (1.397607, -0.210244, -0.896411)  0.000
H (-0.964627, -0.551987, -0.408157)  -0.001
H (3.076830, -1.072883, 2.789629)  0.000
H (2.959004, -1.412743, 0.486857)  0.000
P (0.634955, -3.695795, 0.803031)  0.000
C (-0.184651, -5.088761, 1.644700)  0.000
C (2.386932, -4.210620, 1.053720)  0.000
P (0.528047, -2.619015, -2.080142)  0.000
C (0.245141, -4.071669, -0.940951)  0.000
C (2.356360, -2.974957, -2.216425)  0.000
C (0.163523, -3.644724, -3.570011)  0.000
H (-1.121403, -5.326689, 1.131031)  0.000
H (-0.401418, -4.780138, 2.674336)  0.000
H (0.471308, -5.967620, 1.657219)  0.000
H (2.454580, -5.307861, 1.066137)  0.000
H (2.717107, -3.832298, 2.032486)  0.000
H (3.074232, -3.818219, 0.295581)  0.000
H (0.578197, -4.651957, -3.441121)  0.000
H (0.611262, -3.160680, -4.443318)  0.000
H (-0.921917, -3.704677, -3.686366)  0.000
H (-0.811260, -4.386274, -1.019757)  0.000
H (0.886574, -4.930164, -1.222272)  0.000
H (2.684939, -2.632008, -3.207179)  0.000
H (2.538461, -4.059706, -2.157581)  0.000
H (2.950717, -2.462820, -1.452393)  0.000
Cl (-4.076961, 1.636777, -2.348450)  -0.010

Forces on atoms 1 to 3 (eV/Å):
-0.5 0.5 0.1
0.3 0.2 -0.5
-0.2 0.8 -0.2